[1]
Here is the ion C4H6NS with charge +1 in a non-equilibrium geometry from OMol25. Energies are from ωB97M-V with the def2-TZVPD basis set.

CARTESIAN COORDINATES (ANGSTROEM)
1 C 0.371 -1.073 0.140
2 C -1.913 -0.097 0.326
3 C 1.694 -1.515 -0.162
4 C -1.983 1.045 1.163
5 N -0.741 -0.748 0.191
6 S -3.076 -0.572 -0.705
7 H 2.485 -0.939 0.480
8 H 1.755 -1.219 -1.164
9 H 1.794 -2.586 -0.076
10 H -2.947 1.492 1.012
11 H -1.159 1.686 0.940
12 H -1.821 0.858 2.240

The HOMO energy is -13.701 eV. The SMILES is CC#[N+]C(C)=S. As for the total charge: +1. The calculation puts the HOMO-LUMO gap at 7.80 eV. The relative energy (zero: lowest compared OMol25 entry of this formula, charge and spin) is 1.1502 eV.

=====

[2]
Here is a structure of composition C26H18CeClIN3O5 in a non-equilibrium geometry from OMol25. Energies are from ωB97M-V with the def2-TZVPD basis set.

CARTESIAN COORDINATES (ANGSTROEM)
1 Ce -1.083 -0.324 0.827
2 C -2.827 -1.601 -2.768
3 C -2.701 -0.267 -2.087
4 C -3.444 0.008 -0.930
5 C -3.340 1.247 -0.296
6 C -2.454 2.205 -0.785
7 C -1.736 1.948 -1.947
8 C -1.879 0.732 -2.600
9 H -3.875 -1.859 -2.919
10 H -2.382 -2.381 -2.145
11 H -2.321 -1.602 -3.731
12 H -4.168 -0.720 -0.584
13 H -3.977 1.477 0.545
14 H -2.384 3.171 -0.302
15 H -1.088 2.709 -2.364
16 H -1.345 0.557 -3.521
17 O -2.187 2.292 3.966
18 C -1.741 1.825 2.953
19 O -2.238 0.875 2.223
20 C -0.449 2.430 2.379
21 C 0.060 3.588 2.981
22 C 1.131 4.212 2.413
23 C 1.703 3.681 1.236
24 C 2.790 4.295 0.575
25 C 3.313 3.744 -0.560
26 C 2.774 2.552 -1.082
27 C 1.723 1.933 -0.466
28 C 1.158 2.484 0.706
29 N 0.082 1.868 1.299
30 H -0.433 3.946 3.873
31 H 1.543 5.117 2.842
32 H 3.196 5.210 0.987
33 H 4.143 4.222 -1.063
34 H 3.200 2.125 -1.980
35 H 1.299 1.026 -0.873
36 Cl 2.931 -5.928 -1.455
37 C 2.151 -4.393 -1.305
38 C 1.945 -3.630 -2.419
39 C 1.295 -2.397 -2.310
40 I 1.121 -1.181 -4.003
41 C 0.792 -1.908 -1.113
42 O 0.101 -0.790 -1.010
43 C 1.105 -2.671 0.058
44 N 0.756 -2.111 1.253
45 C 1.054 -2.761 2.363
46 C 1.688 -4.008 2.370
47 C 2.034 -4.590 1.181
48 C 1.767 -3.919 -0.032
49 H 2.288 -3.983 -3.382
50 H 0.773 -2.286 3.295
51 H 1.898 -4.495 3.311
52 H 2.523 -5.553 1.148
53 O -1.583 -1.653 2.616
54 N -2.395 -2.320 1.947
55 O -2.304 -2.146 0.685

The HOMO energy is -11.067 eV. As for the total charge: +1. The calculation puts the HOMO-LUMO gap at 5.96 eV. The relative energy (zero: lowest compared OMol25 entry of this formula, charge and spin) is 0.2986 eV.

=====

[3]
Here is a structure of composition C36H38GeN3O3PtS2 in a non-equilibrium geometry from OMol25. Energies are from ωB97M-V with the def2-TZVPD basis set.

CARTESIAN COORDINATES (ANGSTROEM)
1 Pt 15.932 13.024 8.316
2 N 16.890 13.604 10.085
3 N 16.738 14.978 10.415
4 C 16.315 15.826 9.497
5 N 16.168 17.114 9.799
6 S 16.066 15.153 7.918
7 H 16.490 13.048 10.863
8 H 17.900 13.377 9.975
9 H 17.093 15.289 11.340
10 H 16.425 17.431 10.716
11 H 15.892 17.812 9.140
12 O 18.102 13.068 7.479
13 S 19.139 12.124 6.766
14 C 20.650 12.583 7.703
15 C 20.505 12.173 9.152
16 C 20.345 10.833 9.495
17 C 20.127 10.449 10.815
18 C 20.166 11.416 11.826
19 C 20.314 12.766 11.482
20 C 20.479 13.154 10.157
21 C 19.446 12.897 5.089
22 C 20.025 14.307 5.129
23 C 21.393 14.487 4.876
24 C 21.967 15.755 4.948
25 C 21.170 16.868 5.254
26 C 19.829 16.674 5.564
27 C 19.236 15.415 5.494
28 H 20.782 13.667 7.598
29 H 21.488 12.079 7.213
30 H 20.413 10.056 8.718
31 H 20.016 9.378 11.028
32 H 20.071 11.117 12.863
33 H 20.303 13.527 12.296
34 H 20.618 14.205 9.884
35 H 18.452 12.859 4.602
36 H 20.127 12.224 4.584
37 H 21.992 13.622 4.609
38 H 23.026 15.884 4.705
39 H 21.621 17.872 5.265
40 H 19.219 17.536 5.885
41 H 18.180 15.251 5.772
42 O 14.119 13.512 9.575
43 C 13.183 13.566 8.686
44 O 13.380 13.466 7.443
45 C 11.703 13.693 9.238
46 C 11.383 12.425 10.082
47 Ge 11.822 10.673 9.273
48 C 10.533 10.466 7.809
49 C 10.659 11.256 6.675
50 C 9.713 11.193 5.644
51 C 8.637 10.333 5.740
52 C 8.529 9.499 6.865
53 C 9.445 9.588 7.910
54 C 11.506 9.351 10.643
55 C 11.193 9.681 11.951
56 C 11.025 8.662 12.886
57 C 11.145 7.336 12.520
58 C 11.450 7.011 11.191
59 C 11.651 8.018 10.242
60 C 13.589 10.283 8.542
61 C 13.755 10.048 7.165
62 C 15.054 9.944 6.655
63 C 16.174 10.012 7.484
64 C 16.006 10.434 8.837
65 C 14.684 10.447 9.377
66 H 10.967 13.815 8.442
67 H 11.660 14.568 9.882
68 H 10.305 12.299 10.300
69 H 11.931 12.471 11.030
70 H 11.539 11.900 6.526
71 H 9.840 11.832 4.754
72 H 7.857 10.283 4.954
73 H 7.742 8.744 6.871
74 H 9.319 8.996 8.818
75 H 11.082 10.732 12.240
76 H 10.858 8.960 13.929
77 H 11.017 6.544 13.271
78 H 11.573 5.964 10.901
79 H 11.918 7.772 9.202
80 H 12.898 9.946 6.497
81 H 15.188 9.805 5.584
82 H 17.159 9.778 7.082
83 H 16.881 10.452 9.478
84 H 14.529 10.581 10.451

The HOMO energy (alpha / beta) is -9.696 / -10.600 eV. As for the total charge: +1. As for the spin multiplicity: 3. The calculation puts the HOMO-LUMO gap (alpha / beta) at 7.21 / 7.61 eV.

=====

[4]
Here is a structure of composition C31H45BrN2P2Pd in a non-equilibrium geometry from OMol25. Energies are from ωB97M-V with the def2-TZVPD basis set.

CARTESIAN COORDINATES (ANGSTROEM)
1 C -0.975 4.497 -3.514
2 C -1.027 3.299 -4.256
3 C -1.155 3.346 -5.649
4 C -1.315 4.613 -6.241
5 N -1.333 5.733 -5.523
6 C -1.157 5.701 -4.203
7 C -1.044 2.032 -3.553
8 C -0.897 1.585 -2.326
9 C -0.860 1.851 -0.921
10 C 0.257 1.384 -0.194
11 C 0.062 0.983 1.119
12 C -1.251 0.916 1.619
13 C -2.260 1.704 1.042
14 C -2.042 2.230 -0.229
15 Pd -1.027 0.119 -3.656
16 P 2.212 -1.390 0.418
17 H -1.149 2.440 -6.257
18 H -0.824 4.483 -2.436
19 H -1.427 4.709 -7.326
20 H -1.154 6.650 -3.665
21 H -2.803 2.841 -0.720
22 H 1.232 1.318 -0.677
23 H -3.202 1.844 1.566
24 H 0.879 0.602 1.730
25 C 2.035 -2.918 1.431
26 C 3.035 -4.040 1.180
27 H 1.012 -3.270 1.216
28 H 2.041 -2.611 2.489
29 H 2.849 -4.852 1.892
30 H 2.928 -4.459 0.174
31 H 4.074 -3.721 1.318
32 C 3.355 -1.801 -0.975
33 C 3.582 -0.607 -1.908
34 H 2.912 -2.636 -1.541
35 H 4.304 -2.161 -0.551
36 H 4.019 -0.958 -2.854
37 H 2.646 -0.082 -2.153
38 H 4.286 0.117 -1.472
39 C 3.277 -0.344 1.512
40 C 4.727 -0.800 1.688
41 H 2.772 -0.311 2.493
42 H 3.243 0.681 1.104
43 H 5.245 -0.069 2.325
44 H 4.785 -1.776 2.189
45 H 5.270 -0.849 0.735
46 Br -1.638 -0.372 2.876
47 P -2.139 -1.547 -2.435
48 C -0.309 -1.870 -1.710
49 C 0.082 -3.327 -1.966
50 H -0.354 -1.608 -0.646
51 H 0.398 -1.175 -2.197
52 H 1.170 -3.439 -2.045
53 H -0.257 -4.007 -1.174
54 H -0.354 -3.681 -2.910
55 C -2.698 -2.413 -0.826
56 C -4.096 -3.010 -0.810
57 H -2.549 -1.668 -0.027
58 H -1.982 -3.229 -0.660
59 H -4.351 -3.284 0.221
60 H -4.869 -2.332 -1.181
61 H -4.119 -3.925 -1.413
62 C -3.528 -0.217 -2.236
63 C -4.253 0.076 -3.549
64 H -3.027 0.668 -1.833
65 H -4.224 -0.592 -1.485
66 H -3.734 0.861 -4.115
67 H -4.314 -0.834 -4.164
68 H -5.271 0.428 -3.327
69 N 0.282 2.425 4.007
70 C 0.372 1.608 5.088
71 C 1.643 1.274 5.609
72 C 1.743 0.410 6.696
73 C 0.592 -0.131 7.284
74 C -0.673 0.208 6.786
75 C -0.789 1.073 5.703
76 H 1.111 2.800 3.568
77 H -0.597 2.624 3.550
78 H 2.531 1.702 5.133
79 H 2.731 0.164 7.087
80 H 0.679 -0.811 8.129
81 H -1.576 -0.203 7.238
82 H -1.769 1.333 5.297

The HOMO energy is -7.537 eV. The calculation puts the HOMO-LUMO gap at 7.12 eV. The relative energy (zero: lowest compared OMol25 entry of this formula, charge and spin) is 3.8343 eV.

=====

[5]
Here is a structure of composition CH2Cl4OP2 in a non-equilibrium geometry from OMol25. Energies are from ωB97M-V with the def2-TZVPD basis set.

CARTESIAN COORDINATES (ANGSTROEM)
1 C -0.288 0.883 0.261
2 O 0.270 -0.175 -2.460
3 P -0.392 -1.143 1.463
4 P 0.827 0.191 -1.137
5 Cl -1.403 -2.168 0.030
6 Cl -1.867 -0.738 2.792
7 Cl 1.713 -1.463 -0.422
8 Cl 2.188 1.618 -1.375
9 H 0.211 1.675 0.732
10 H -1.259 1.320 0.116

The HOMO energy is -9.697 eV. The calculation puts the HOMO-LUMO gap at 9.23 eV. The relative energy (zero: lowest compared OMol25 entry of this formula, charge and spin) is 0.1892 eV.